[1]
# C57H50F15GeN4OP2SSiTi

A molecular structure, C57H50F15GeN4OP2SSiTi in a non-equilibrium geometry (wB97M-V/def2-TZVPD, the OMol25 dataset).

Structure (XYZ):
```
133
Properties=species:S:1:pos:R:3:forces:R:3
H -1.362 3.910 -5.100 -0.1 0.0 -0.1
H -2.565 0.300 -1.530 -0.4 0.0 -0.3
C -3.959 0.936 -0.213 -0.6 -0.4 0.4
F 0.832 -6.539 -5.425 -0.1 0.1 0.0
P 2.712 3.483 1.005 0.0 0.4 0.7
H -0.581 4.016 0.315 0.0 0.2 0.0
C -0.643 -4.849 -0.339 -0.2 0.4 -0.3
H -2.680 2.875 5.907 0.0 0.0 0.1
N -2.682 1.132 -0.928 -0.5 0.2 -0.6
H 1.247 -3.008 -3.422 -0.2 -0.2 -0.2
Ge -1.878 -3.907 -1.611 -0.2 -1.2 0.2
C -4.493 -5.500 -1.449 0.0 0.1 0.3
C -3.584 -4.653 -0.844 0.2 0.2 -0.2
C -3.546 3.387 4.022 0.0 0.0 0.0
C -3.955 -0.353 0.604 0.2 0.2 0.0
H -4.171 3.746 2.008 -0.1 0.0 -0.1
H 6.307 6.798 1.502 0.1 0.0 0.0
C 2.431 -1.299 3.425 0.1 -0.2 0.1
H -4.446 3.793 4.456 -0.1 0.0 0.0
C 2.500 6.269 1.441 0.1 -0.1 0.0
N -0.431 2.508 -1.635 0.1 0.3 -0.6
C 1.668 -0.461 2.629 -0.1 0.1 -0.1
F 0.006 -8.330 0.500 0.1 0.1 0.0
F -4.245 -5.945 -2.681 -0.3 -0.2 0.0
C 4.195 2.771 3.329 0.1 0.0 -0.1
C -2.925 -0.376 1.732 -0.8 0.0 0.2
F -2.954 -3.456 1.057 -0.3 0.0 0.3
C 5.215 2.112 3.987 0.0 0.1 0.1
C 5.861 1.049 1.940 0.2 -0.1 0.1
C 1.696 1.194 4.375 -0.1 0.0 0.0
C -0.793 4.643 -0.548 0.0 -0.2 0.0
H 5.376 2.290 5.040 0.0 0.0 0.1
C 3.984 2.561 1.970 -0.2 0.0 -0.3
H 5.394 4.543 1.201 0.1 0.0 0.0
H 4.790 8.722 1.806 0.1 0.1 0.0
H 3.417 -1.557 5.308 0.1 -0.1 0.1
F -3.259 -4.517 -6.641 0.0 -0.1 0.0
H -3.772 -1.193 -0.071 -0.1 0.0 0.1
H -1.499 -1.165 0.507 -0.1 -0.3 0.1
C -3.863 -4.256 0.447 0.0 0.0 -0.2
H 1.382 -0.770 1.628 0.1 -0.1 0.1
H 2.718 -2.271 3.058 0.0 -0.1 -0.1
C -1.097 3.520 -4.131 0.1 -0.2 0.3
Ti -0.671 0.889 -0.222 0.1 1.3 -0.1
C 4.841 1.710 1.280 -0.2 0.1 0.0
C 5.239 6.652 1.498 0.1 0.0 0.0
F 0.225 -2.895 0.628 0.3 -0.1 0.2
C 1.017 -4.973 1.413 -0.1 0.1 -0.1
C 1.579 -2.083 -2.966 -0.2 0.7 -0.2
H -1.675 -0.679 -4.271 -0.1 0.0 0.1
C -0.453 -5.404 -3.792 -0.1 0.1 0.0
F -1.546 -6.822 -1.180 0.1 -0.4 0.0
H 2.664 -2.084 -3.006 0.2 0.1 -0.1
C -3.388 3.362 2.647 -0.1 0.1 -0.1
N -1.547 -0.411 1.215 0.3 -0.6 0.7
H -0.465 1.627 -4.886 0.0 -0.2 -0.2
H -4.948 -0.486 1.037 0.0 0.0 0.0
C -0.694 -6.229 -0.334 0.1 0.1 0.2
C 0.088 -7.001 0.512 -0.1 0.1 0.0
H 6.519 0.396 1.390 0.1 -0.1 0.0
H -0.636 1.945 4.941 0.1 0.0 0.0
C -1.186 4.321 -2.997 0.0 -0.2 0.1
H -4.783 0.881 -0.936 0.2 0.1 0.1
F -6.512 -6.732 -1.405 0.0 0.1 0.1
C 4.389 7.732 1.660 0.0 0.1 0.0
C 0.206 -4.239 0.558 -0.1 -0.2 0.0
H 1.591 3.597 3.255 -0.1 -0.1 -0.1
O 0.515 -0.461 -0.452 0.4 -2.0 0.6
C 1.272 3.471 2.217 0.3 -0.2 -0.8
H 1.440 2.168 4.763 0.0 0.1 0.0
H -1.503 5.346 -3.070 0.0 0.2 0.1
C 0.987 0.489 -1.219 1.1 1.0 -0.4
H -0.863 -2.096 -4.881 0.0 -0.2 0.1
H 1.643 0.355 -6.029 -0.1 0.0 -0.2
F -7.036 -5.836 1.114 0.1 0.0 -0.1
C -0.835 3.784 -1.771 -0.1 0.3 -0.2
H -2.109 2.798 1.015 -0.2 0.2 0.1
C -5.919 -5.468 0.492 0.3 0.1 -0.1
H 2.378 1.236 -4.711 0.1 0.2 0.2
C 3.348 5.172 1.330 -0.1 -0.1 -0.2
F 0.503 -5.628 -2.875 0.2 -0.2 -0.3
Si 0.819 -0.589 -3.854 -0.1 -0.8 -0.7
H -3.119 -1.266 2.343 0.2 0.1 -0.1
H 3.585 3.474 3.878 -0.1 0.1 0.0
C 2.455 0.349 5.161 -0.1 0.0 0.0
H -0.923 -0.706 1.969 -0.1 0.0 -0.2
H 3.027 0.274 -1.822 0.0 -0.2 0.0
C -2.358 -4.832 -5.712 0.0 0.0 0.1
H -4.145 1.796 0.438 0.1 -0.1 -0.1
C 4.724 5.381 1.328 -0.1 0.0 0.0
F -3.572 -3.677 -4.042 -0.1 -0.1 -0.4
C -2.509 -4.415 -4.398 0.1 0.0 0.1
F -5.230 -4.192 2.375 -0.1 -0.1 -0.1
C -5.007 -4.631 1.131 0.1 0.0 0.0
C 1.285 0.794 3.103 -0.2 -0.3 -0.4
H 6.845 0.733 3.811 0.1 -0.1 0.1
S -1.890 -1.805 -1.723 0.0 0.3 -0.2
C -0.229 1.762 -2.753 0.2 0.9 -0.5
H 0.615 4.305 1.964 0.0 -0.1 0.0
C -0.603 2.242 -4.018 0.0 0.0 0.1
H 0.018 5.361 -0.660 0.1 0.1 0.1
H -0.810 -0.613 -5.800 0.1 0.1 -0.2
H 2.568 1.932 -1.399 0.0 -0.2 0.1
N 0.403 0.579 -2.557 -0.3 -0.3 0.4
H 1.279 -2.098 -1.923 -0.1 -0.1 0.1
C -1.227 -5.568 -6.058 0.0 0.1 0.3
F -1.050 -5.968 -7.314 0.0 0.0 0.2
C -1.578 -4.702 -3.416 0.0 0.3 0.3
C 3.020 7.538 1.618 -0.1 0.1 0.0
H -2.803 1.928 -1.561 0.2 -0.3 0.1
C -2.552 2.872 4.836 0.0 0.0 0.0
C 6.045 1.243 3.298 0.0 0.0 -0.1
C 2.068 0.248 -5.037 -0.5 -0.3 0.4
C -0.787 -1.017 -4.794 0.6 0.3 0.2
F 1.723 -7.074 2.215 -0.1 0.1 -0.1
H -3.054 0.498 2.377 0.1 -0.2 -0.1
C 2.433 0.881 -1.137 -0.3 0.0 0.0
C -1.386 2.360 4.287 0.1 -0.1 -0.1
C 0.961 -6.362 1.388 -0.1 0.1 -0.1
H 2.764 0.674 6.143 0.0 0.0 0.1
C -1.201 2.365 2.908 0.0 -0.1 -0.4
C -2.229 2.848 2.096 0.3 -0.1 0.1
C -0.266 -5.857 -5.092 0.0 0.0 0.0
F 1.843 -4.350 2.265 0.0 -0.1 0.0
H 1.428 6.141 1.395 -0.1 0.0 0.0
H -1.716 5.199 -0.398 -0.1 0.0 0.1
H 2.351 8.377 1.719 -0.1 0.1 0.0
H 2.774 0.701 -0.119 0.1 0.1 0.0
C -5.653 -5.914 -0.799 0.1 0.0 0.0
H 4.724 1.586 0.213 0.0 0.0 -0.1
C 2.824 -0.900 4.692 -0.1 0.0 -0.2
H 2.962 -0.356 -5.151 0.2 -0.2 0.1
P 0.330 1.891 1.996 0.2 0.9 1.6
```
Positions in Å, forces in eV/Å.

As for the molar mass: 1334.602 g/mol. For the relative energy (zero: lowest compared OMol25 entry of this formula, charge and spin), the calculation gives 234.6 kJ/mol. As for the net charge: +1. Its spin multiplicity is 1.

=====

[2]
# C57H52N2O19S

9 unconnected molecules or ions with the total composition C57H52N2O19S in a non-equilibrium geometry (wB97M-V/def2-TZVPD, the OMol25 dataset).

Structure (XYZ):
```
131
Properties=species:S:1:pos:R:3:forces:R:3
H 4.332 0.676 9.512 0.0 0.0 0.0
C -1.995 4.436 -4.017 0.0 0.0 0.4
O -1.948 -2.499 -10.139 2.9 4.2 -0.7
O -2.948 2.695 5.217 -0.1 0.6 0.5
H -1.992 4.340 -1.896 0.0 0.1 0.1
C -0.743 0.768 4.346 -0.2 -0.3 -0.1
C 4.312 4.923 9.435 -0.2 -0.4 0.1
C 1.688 -7.060 -4.249 0.3 -0.3 -0.1
H -2.927 2.445 -6.368 1.7 -1.5 -1.0
H -2.284 -1.441 -7.722 0.7 2.3 0.5
N -3.850 0.008 -9.887 -0.7 -0.9 0.8
H -5.537 -0.921 -5.027 0.6 -1.5 -1.8
H -0.574 6.474 0.116 0.0 -0.1 0.0
C 5.397 -1.074 10.067 -0.3 0.4 -0.2
H 3.196 4.099 2.422 0.0 0.0 0.0
C -0.261 -4.966 -4.016 -0.6 0.6 0.1
C 0.196 4.534 0.767 -0.5 -0.4 -0.2
C 0.866 -4.864 -4.965 0.4 -0.2 -0.2
H -3.212 -4.625 -4.480 -2.2 0.8 -1.4
O 3.375 6.679 2.200 -0.6 -0.4 -0.2
H -4.621 0.621 -10.262 1.1 -0.6 1.0
C -2.145 6.752 -5.005 0.0 0.4 0.3
H -2.942 -2.382 -5.795 -2.1 -0.2 1.2
H -4.406 -2.061 -7.888 -1.2 1.7 0.9
H 3.603 6.937 6.677 0.0 0.0 0.0
C -2.991 1.906 -8.533 1.1 -0.4 1.0
O 5.344 2.262 11.302 0.2 -0.7 0.0
C -2.048 5.294 -5.216 0.0 -0.3 -0.7
O 5.103 7.048 8.792 -0.5 -0.7 -0.2
C -4.130 -4.224 -5.129 1.3 0.3 0.1
H -6.189 -1.383 -7.833 2.3 0.1 0.9
H -6.152 -2.555 -5.752 1.9 1.7 -0.1
H 1.261 2.793 1.553 0.0 0.1 0.0
C -3.511 0.336 -8.444 0.7 2.4 -1.6
O -2.162 6.893 -1.449 0.0 -0.2 -0.7
H 1.361 7.779 0.986 0.0 0.0 0.0
C 2.685 3.856 7.940 -0.3 -0.4 -0.1
C 5.657 1.083 11.203 -0.2 0.7 0.1
H -5.125 -4.568 -4.610 1.9 0.8 -1.2
H 2.685 0.637 3.717 0.0 0.0 0.0
H -4.225 -0.968 -9.987 0.7 1.1 0.3
H -2.253 2.076 -9.427 -1.5 -0.8 1.6
O 6.701 -2.862 10.878 -0.2 0.9 0.1
C 0.561 -7.163 -3.301 -0.3 0.2 0.2
C 1.323 3.870 1.452 0.4 0.0 0.1
C -2.031 4.957 -2.787 0.0 -0.4 -0.2
H -3.779 2.762 -8.653 1.2 -1.9 0.7
C 1.910 -10.554 -2.513 0.3 -0.2 -0.1
C 0.698 -11.879 -0.740 0.1 -0.4 0.2
H 2.133 4.994 6.156 0.0 0.0 0.0
C 2.753 5.027 7.044 0.1 0.4 -0.1
O -2.013 4.816 -6.342 0.0 0.5 0.7
H -0.467 0.797 -9.272 -0.7 -1.9 0.8
S -0.851 -1.404 -10.366 1.3 -6.8 1.7
H 2.196 -1.802 3.851 0.0 0.0 0.0
H -3.806 -2.228 -4.075 0.0 -0.7 -2.5
C 4.380 6.094 8.538 0.6 0.7 0.2
C -5.246 -1.779 -5.787 -0.3 -0.9 0.1
C -3.141 5.586 7.283 -0.3 -0.1 -0.4
O 2.520 -7.952 -4.347 -0.4 0.5 0.0
H -0.922 2.368 6.808 0.0 0.1 0.0
H -4.594 0.674 -6.618 0.2 -0.9 -1.0
H 1.958 -9.652 -3.109 0.1 -0.1 0.0
H 4.933 4.957 10.322 0.0 0.0 0.0
H 4.966 -1.725 9.316 0.0 0.0 0.0
O -0.753 3.894 0.338 0.5 0.3 0.2
H 3.462 3.014 9.802 0.0 0.1 0.0
C -1.980 5.363 8.166 0.3 0.6 0.7
C -1.497 3.269 6.983 0.3 0.1 0.3
C 0.783 -10.657 -1.564 -0.3 0.3 0.0
C -2.181 7.274 -3.775 0.0 0.1 -0.5
C 2.361 4.571 1.918 -0.3 -0.4 -0.1
C -2.083 -0.300 -7.901 -0.9 -0.5 -0.6
C 6.648 0.474 12.113 0.2 -0.4 0.1
C 1.426 -1.051 3.979 0.4 0.4 -0.1
O -1.787 0.544 -6.699 -1.1 0.3 -2.8
H -3.978 -4.667 -6.203 -0.7 0.7 2.0
C 0.060 -1.546 4.241 -0.4 -0.9 0.1
H 0.513 -8.066 -2.704 -0.1 0.1 0.0
H 2.605 -5.778 -5.765 0.0 0.0 0.0
O -0.049 -9.765 -1.466 0.4 -0.5 0.0
H -1.513 1.519 4.475 0.1 -0.1 0.0
C -1.006 -0.540 4.418 0.0 0.4 0.0
C -1.181 4.142 7.945 0.1 -0.4 -0.2
H -2.251 8.341 -3.602 0.0 0.0 0.0
H -1.192 -0.718 -11.559 0.4 -0.2 1.3
C -3.940 -2.585 -5.204 -0.2 -0.3 1.1
H 1.557 -13.757 -0.252 0.0 0.0 0.0
H -1.231 2.678 -7.076 -1.8 -1.9 -0.3
O 1.962 2.903 7.687 0.3 0.4 0.1
C 6.988 -0.814 12.007 0.0 0.4 0.2
H 3.649 -11.469 -3.313 0.0 0.0 0.0
H -3.716 6.487 7.457 0.0 0.0 0.0
O -1.093 -4.074 -3.918 0.6 -0.5 0.0
C 6.388 -1.683 10.976 0.3 -1.0 -0.1
C 2.732 -12.751 -1.797 0.7 -0.6 -0.1
N -4.698 0.164 -7.523 1.8 -0.7 -0.3
O -1.691 6.160 9.049 -0.2 -0.5 -0.6
H -0.134 -11.939 -0.049 0.0 0.0 0.0
O -0.179 -2.744 4.308 0.2 0.8 -0.1
C -2.154 1.936 -7.112 -1.0 2.0 0.2
H -1.178 -6.248 -2.500 0.0 0.0 0.0
C 0.261 6.002 0.620 0.2 0.5 0.0
H 0.914 -3.961 -5.561 0.0 0.0 0.0
C -2.127 6.415 -2.575 0.0 0.2 0.7
H -1.925 3.369 -4.189 0.0 0.0 0.0
C 0.623 1.264 4.085 0.0 0.5 0.0
C 2.426 6.038 1.771 0.7 0.4 0.3
O 0.862 2.462 4.017 -0.1 -0.6 0.1
C 1.299 6.703 1.087 -0.4 -0.1 -0.2
C -3.457 4.713 6.321 -0.1 0.4 0.2
H -4.306 4.861 5.664 0.0 0.0 0.0
H -2.184 7.369 -5.895 0.0 0.0 0.0
H -2.003 -0.920 4.608 0.0 0.0 0.0
C 1.605 -12.854 -0.849 -0.4 0.2 0.2
C 5.057 0.214 10.172 0.0 -0.4 -0.2
H 7.079 1.126 12.863 0.0 0.0 0.0
C 3.542 6.070 7.323 -0.3 -0.2 -0.3
C 1.773 -5.839 -5.074 -0.1 0.4 -0.2
O 0.562 -2.090 -10.462 -4.5 3.3 -0.2
C -0.346 -6.188 -3.192 0.2 -0.4 0.1
C 1.689 0.258 3.907 0.2 -0.4 0.0
H 0.153 -0.627 -8.203 -1.9 0.4 -1.7
C 2.817 -11.529 -2.622 -0.2 0.4 -0.1
C -2.659 3.492 6.099 -0.1 -0.4 -0.4
H 7.713 -1.276 12.667 0.0 0.0 0.0
C -5.105 -1.282 -7.346 -1.5 -0.8 0.5
O 3.564 -13.643 -1.895 -0.6 0.6 0.1
C -0.760 -0.261 -8.868 0.3 1.1 0.6
H -0.332 3.994 8.602 0.0 0.0 0.0
C 3.523 3.881 9.155 0.2 0.2 0.2
```
Positions in Å, forces in eV/Å.

As for the molar mass: 1101.105 g/mol. For the relative energy (zero: lowest compared OMol25 entry of this formula, charge and spin), the calculation gives 557.7 kJ/mol. As for the net charge: 0. Its spin multiplicity is 1.